Computed, not measured: a structure of composition C24H26AuN4OS, with wB97M-V/def2-TZVPD.

```
57
C24H26AuN4OS | OMol25 | wB97M-V/def2-TZVPD
Au -0.080 0.045 0.372
C 2.842 0.275 -0.499
N 1.945 -0.006 0.620
C 2.310 -0.312 1.824
C 1.290 -0.652 2.731
C 1.208 -0.852 4.102
C -0.150 -1.004 4.403
C -0.859 -0.906 3.211
N 0.010 -0.717 2.202
C 2.636 -0.736 -1.600
C 3.116 -2.035 -1.460
C 2.976 -2.945 -2.495
C 2.341 -2.565 -3.673
C 1.831 -1.284 -3.804
C 1.974 -0.371 -2.765
H 3.874 0.269 -0.141
H 2.612 1.271 -0.879
H 3.359 -0.317 2.108
H 2.039 -0.854 4.789
H -0.590 -1.170 5.373
H -1.918 -1.011 3.040
H 3.610 -2.334 -0.541
H 3.365 -3.949 -2.388
H 2.248 -3.270 -4.488
H 1.331 -0.989 -4.717
H 1.578 0.635 -2.867
C -5.050 3.453 -1.310
C -4.765 3.010 0.115
N -4.179 1.656 0.163
C -5.133 0.560 0.386
C -5.393 0.337 1.867
C -2.882 1.487 -0.017
S -2.317 -0.188 0.003
N -2.152 2.584 -0.230
C -0.883 2.650 -0.572
O -0.063 1.691 -0.839
C -0.309 4.009 -0.703
C -1.139 5.126 -0.781
C -0.585 6.393 -0.839
C 0.795 6.552 -0.818
C 1.625 5.441 -0.758
C 1.076 4.172 -0.708
H -5.529 4.433 -1.305
H -5.717 2.754 -1.817
H -4.123 3.522 -1.880
H -5.683 2.971 0.700
H -4.077 3.694 0.600
H -4.759 -0.350 -0.076
H -6.050 0.831 -0.136
H -4.477 0.029 2.372
H -6.138 -0.448 1.997
H -5.767 1.243 2.345
H -2.211 4.992 -0.804
H -1.231 7.259 -0.897
H 1.223 7.545 -0.851
H 2.700 5.567 -0.747
H 1.713 3.300 -0.664
```

## Properties
* largest force on an atom: 1.02 eV/Å
* orbital gap: 6.8870 eV
* ΔE to the lowest compared entry with this formula, charge and spin: 0.0 kJ/mol
* LUMO: -4.5 eV
* HOMO energy: -11.381 eV
* charge: +1
* E: -1758.06435 hartree

***

Computed, not measured: a structure of composition C37H35BrN5O3PRe, with wB97M-V/def2-TZVPD.

```
83
C37H35BrN5O3PRe | OMol25 | wB97M-V/def2-TZVPD
Re 0.208 0.126 -0.717
Br 0.522 5.906 4.021
C 0.662 4.607 2.673
C 1.456 4.863 1.541
C 1.584 3.931 0.540
C 0.924 2.698 0.620
O 1.110 1.843 -0.370
C 0.118 2.429 1.758
C -0.564 1.211 1.996
N -0.616 0.175 1.196
C -1.328 -1.018 1.554
C -1.834 -1.326 2.789
C -2.556 -2.522 2.987
C -2.769 -3.395 1.958
C -2.238 -3.119 0.675
C -2.387 -3.983 -0.436
C -1.819 -3.660 -1.636
C -1.075 -2.476 -1.743
N -0.919 -1.650 -0.723
C -1.507 -1.938 0.486
C 0.008 3.413 2.778
H 1.974 5.809 1.463
H 2.204 4.124 -0.325
H -1.092 1.142 2.944
H -1.683 -0.673 3.638
H -2.943 -2.739 3.973
H -3.329 -4.308 2.113
H -2.951 -4.900 -0.320
H -1.915 -4.301 -2.500
H -0.587 -2.188 -2.665
H -0.602 3.202 3.647
O 2.418 -0.606 -4.102
C 2.157 -0.537 -2.941
O 0.909 -0.242 -2.513
C 3.196 -0.755 -1.848
P 2.465 -0.857 -0.177
C 2.655 -2.572 0.362
C 3.880 -3.211 0.154
C 4.070 -4.508 0.599
C 3.046 -5.174 1.261
C 1.836 -4.538 1.487
C 1.642 -3.239 1.039
C 3.486 0.125 0.939
C 4.803 0.463 0.639
C 5.561 1.171 1.559
C 5.014 1.540 2.779
C 3.706 1.192 3.090
C 2.948 0.484 2.173
H 3.906 0.070 -1.910
H 3.738 -1.670 -2.088
H 4.694 -2.701 -0.345
H 5.019 -4.998 0.433
H 3.199 -6.187 1.607
H 1.045 -5.050 2.019
H 0.704 -2.743 1.248
H 5.255 0.182 -0.303
H 6.584 1.433 1.322
H 5.610 2.094 3.492
H 3.281 1.466 4.047
H 1.936 0.191 2.428
C -5.357 0.484 -1.704
C -4.635 0.455 -0.376
N -3.200 0.511 -0.636
C -2.635 1.204 -1.656
N -1.300 1.229 -1.741
C -0.700 2.053 -2.818
C -1.593 3.208 -3.207
C -2.929 2.644 -3.620
N -3.444 1.791 -2.546
C -4.909 1.717 -2.458
H -6.434 0.516 -1.555
H -5.121 -0.415 -2.277
H -4.838 -0.464 0.173
H -4.951 1.299 0.245
H -2.593 0.343 0.141
H -0.492 1.419 -3.682
H 0.258 2.421 -2.455
H -1.143 3.757 -4.033
H -1.719 3.900 -2.371
H -2.846 2.062 -4.543
H -3.666 3.429 -3.786
H -5.285 1.706 -3.481
H -5.285 2.626 -1.978
```

## Properties
* largest force on an atom: 0.32 eV/Å
* orbital gap (spin up / spin down): 6.5398 / 6.1365 eV
* LUMO (spin up / spin down): -6.7 / -7.3 eV
* 2S+1: 4
* ⟨S²⟩: 3.7718
* HOMO energy (spin up / spin down): -13.192 / -13.443 eV
* charge: +2
* E: -4923.75440 hartree

***

Computed, not measured: a structure of composition C2HO2S2, with wB97M-V/def2-TZVPD.

```
7
C2HO2S2 | OMol25 | wB97M-V/def2-TZVPD
C 0.516 -0.406 -1.120
C 0.021 0.236 0.016
O 0.591 1.012 -1.024
O 0.692 -1.190 -1.982
S 1.071 -0.252 2.136
S -1.688 0.606 0.439
H -1.204 -0.006 1.535
```

## Properties
* largest force on an atom: 3.96 eV/Å
* orbital gap: 6.9753 eV
* ΔE to the lowest compared entry with this formula, charge and spin: 319.3 kJ/mol
* LUMO: 3.3 eV
* HOMO energy: -3.652 eV
* charge: -1
* E: -1023.60366 hartree

***

Computed, not measured: a structure of composition C30H50N7OSSbSi3Tl, with wB97M-V/def2-TZVPD.

```
94
C30H50N7OSSbSi3Tl | OMol25 | wB97M-V/def2-TZVPD
Tl 0.129 -1.685 -0.282
C 0.425 1.254 4.568
Sb 0.934 1.737 2.515
C -1.147 -1.737 2.333
C -1.204 -3.198 2.106
C -2.108 -4.070 2.705
C -2.037 -5.421 2.415
C -1.070 -5.878 1.532
C -0.233 -4.946 0.945
N -0.297 -3.642 1.207
Si -2.702 -0.681 2.228
C -3.640 -0.805 3.864
C -3.739 -1.438 0.842
C -2.370 1.136 1.849
C 3.100 1.332 2.389
C 3.310 1.259 0.898
C 4.571 1.171 0.300
C 4.665 1.049 -1.075
C 3.508 1.040 -1.842
C 2.299 1.188 -1.189
N 2.206 1.285 0.139
Si 3.541 -0.369 3.078
C 5.274 -0.937 2.607
C 2.946 -3.181 3.659
C 3.389 -1.199 5.931
Si 4.002 2.834 3.164
C 3.291 3.107 4.887
C 5.874 2.652 3.312
C 3.628 4.287 2.021
H -0.481 0.643 4.572
H 0.211 2.184 5.096
H 1.231 0.716 5.056
H -2.823 -3.689 3.421
H -2.714 -6.116 2.894
H -0.974 -6.930 1.303
H 0.523 -5.242 0.225
H -3.742 -1.843 4.186
H -4.647 -0.392 3.767
H -3.137 -0.264 4.668
H -3.939 -2.494 1.033
H -3.238 -1.363 -0.127
H -4.701 -0.931 0.758
H -2.017 1.672 2.734
H -3.300 1.609 1.529
H -1.642 1.272 1.051
H 5.463 1.214 0.907
H 5.636 0.981 -1.548
H 3.548 0.947 -2.918
H 1.361 1.259 -1.732
H 5.326 -1.335 1.594
H 5.598 -1.716 3.298
H 5.987 -0.115 2.686
H 2.655 -3.720 2.757
H 2.557 -3.737 4.516
H 4.033 -3.178 3.723
H 3.843 -0.339 6.422
H 4.132 -2.003 5.900
H 2.542 -1.540 6.531
H 3.230 2.171 5.446
H 2.288 3.538 4.843
H 3.918 3.795 5.455
H 6.171 1.771 3.883
H 6.260 3.526 3.842
H 6.376 2.623 2.343
H 2.557 4.502 1.985
H 3.957 4.078 1.001
H 4.140 5.190 2.356
O 0.571 -0.260 1.885
N 0.090 -1.263 2.669
C 0.891 -1.809 3.582
C 0.256 -2.556 4.600
N -0.240 -3.125 5.473
C 2.388 -1.761 3.611
N 2.932 -0.798 4.615
C -2.394 3.312 -3.029
N -2.881 2.135 -3.728
C -4.172 2.325 -4.375
C -2.364 0.911 -3.485
S -1.350 0.638 -2.165
N -2.699 -0.078 -4.353
C -2.836 0.173 -5.783
C -2.443 -1.467 -4.020
H -2.569 4.183 -3.662
H -1.332 3.218 -2.832
H -2.911 3.457 -2.076
H -4.817 2.904 -3.711
H -4.653 1.370 -4.565
H -4.074 2.874 -5.314
H -2.636 1.215 -6.010
H -3.833 -0.089 -6.142
H -2.109 -0.438 -6.321
H -2.611 -1.630 -2.959
H -1.416 -1.760 -4.260
H -3.132 -2.090 -4.591
```

## Properties
* largest force on an atom: 0.85 eV/Å
* orbital gap: 7.0356 eV
* ΔE to the lowest compared entry with this formula, charge and spin: 61.4 kJ/mol
* LUMO: -2.8 eV
* HOMO energy: -9.830 eV
* charge: +1
* E: -3310.86387 hartree

***

Computed, not measured: the molecule C22H27F2NO3, with wB97M-V/def2-TZVPD.

```
55
C22H27F2NO3 | OMol25 | wB97M-V/def2-TZVPD
O 2.811 0.899 -2.531
C 3.295 1.560 -1.390
H 4.384 1.422 -1.298
H 3.107 2.621 -1.568
C 2.615 1.115 -0.077
C 3.034 2.095 1.029
C 2.549 1.658 2.409
N 2.974 0.309 2.756
C 2.016 -0.462 3.529
C 0.740 -0.809 2.798
C -0.373 0.027 2.863
C -1.474 -0.193 2.057
C -1.483 -1.270 1.182
C -0.423 -2.161 1.161
C 0.678 -1.920 1.967
H 1.504 -2.616 1.944
H -0.428 -3.031 0.525
O -2.619 -1.373 0.369
C -2.630 -2.213 -0.664
F -1.550 -2.086 -1.475
F -2.625 -3.524 -0.290
H -3.536 -2.033 -1.261
H -2.326 0.467 2.078
H -0.379 0.863 3.547
H 1.781 0.128 4.420
H 2.521 -1.377 3.851
C 3.707 -0.368 1.714
C 3.082 -0.311 0.310
H 3.833 -0.674 -0.397
H 2.234 -0.994 0.268
H 3.839 -1.412 2.008
H 4.706 0.083 1.676
H 1.457 1.741 2.436
H 2.950 2.349 3.165
H 4.123 2.175 1.032
H 2.640 3.089 0.820
C 1.089 1.075 -0.278
C 0.427 2.375 -0.740
H 0.748 2.650 -1.750
O -0.982 2.271 -0.670
C -1.652 1.529 -1.597
C -1.097 0.967 -2.741
C -1.901 0.256 -3.617
C -3.251 0.095 -3.372
C -3.807 0.658 -2.233
C -3.017 1.367 -1.352
H -3.434 1.812 -0.463
H -4.862 0.544 -2.029
H -3.867 -0.462 -4.062
H -1.457 -0.177 -4.501
H -0.048 1.075 -2.969
H 0.663 3.197 -0.059
H 0.612 0.781 0.655
H 0.859 0.301 -1.014
H 2.926 -0.051 -2.410
```

## Properties
* largest force on an atom: 1.58 eV/Å
* orbital gap: 8.8392 eV
* ΔE to the lowest compared entry with this formula, charge and spin: 36.6 kJ/mol
* LUMO: 0.7 eV
* HOMO energy: -8.149 eV
* E: -1334.71828 hartree

***

Computed, not measured: the molecule CH2P2S, with wB97M-V/def2-TZVPD.

```
6
CH2P2S | OMol25 | wB97M-V/def2-TZVPD
C 0.628 0.873 0.538
P -0.628 1.267 -0.474
P 1.888 2.247 1.093
S 3.237 1.150 1.990
H 0.665 -0.135 0.850
H -1.087 -0.107 -0.965
```

## Properties
* largest force on an atom: 2.71 eV/Å
* orbital gap: 7.2319 eV
* ΔE to the lowest compared entry with this formula, charge and spin: 18.5 kJ/mol
* LUMO: -1.8 eV
* HOMO energy: -9.022 eV
* E: -1120.12698 hartree

***

Computed, not measured: a structure of composition C8H11AgNOS4, with wB97M-V/def2-TZVPD.

```
26
C8H11AgNOS4 | OMol25 | wB97M-V/def2-TZVPD
Ag -0.760 0.857 0.270
S -0.998 2.465 2.219
S -2.651 1.464 2.957
S -2.313 -0.556 2.749
S -2.479 -0.986 0.735
O -0.271 -1.768 -1.682
C 1.071 -1.939 -1.277
C 1.960 -1.263 -2.308
C 1.641 0.235 -2.492
C 2.241 1.089 -1.409
C 3.419 1.800 -1.629
C 3.986 2.524 -0.594
C 3.369 2.510 0.645
C 2.198 1.783 0.787
N 1.640 1.096 -0.213
H -0.832 -1.815 -0.891
H 1.324 -3.003 -1.217
H 1.241 -1.497 -0.293
H 1.834 -1.775 -3.266
H 3.005 -1.382 -2.002
H 0.558 0.361 -2.491
H 2.021 0.571 -3.458
H 3.884 1.774 -2.608
H 4.899 3.087 -0.753
H 3.765 3.066 1.486
H 1.657 1.769 1.729
```

## Properties
* largest force on an atom: 0.53 eV/Å
* orbital gap: 5.9926 eV
* ΔE to the lowest compared entry with this formula, charge and spin: 11.1 kJ/mol
* LUMO: 2.7 eV
* HOMO energy: -3.320 eV
* charge: -1
* E: -2181.27482 hartree

***

Computed, not measured: a structure of composition C49H43FMgN10O4, with wB97M-V/def2-TZVPD.

```
108
C49H43FMgN10O4 | OMol25 | wB97M-V/def2-TZVPD
Mg 0.651 0.328 -1.233
N -8.154 3.714 2.760
C -7.166 3.393 2.270
C -5.928 2.989 1.649
C -5.367 1.755 1.963
C -4.184 1.368 1.356
C -3.553 2.209 0.445
C -4.116 3.443 0.141
C -5.303 3.834 0.736
C -2.279 1.766 -0.197
C -1.111 2.333 0.320
C -1.054 3.308 1.354
C 0.272 3.629 1.525
C 0.978 2.835 0.594
N 0.180 2.063 -0.128
C -2.432 0.841 -1.227
C -3.671 0.385 -1.764
C -3.367 -0.503 -2.765
C -1.952 -0.561 -2.807
N -1.384 0.232 -1.913
H -5.857 1.106 2.676
H -3.740 0.407 1.585
H -3.621 4.091 -0.571
H -5.752 4.789 0.498
H -1.898 3.709 1.892
H 0.701 4.331 2.221
H 2.050 2.809 0.454
H -4.651 0.697 -1.440
H -4.047 -1.050 -3.397
H -1.352 -1.192 -3.450
C -2.016 -6.644 -1.332
C -2.678 -5.715 -0.332
C -2.905 -6.399 1.005
C -3.689 -5.490 1.931
C -3.016 -4.151 2.045
C -3.230 -3.343 3.139
C -2.595 -2.109 3.240
F -2.856 -1.353 4.325
C -1.728 -1.659 2.290
C -1.486 -2.472 1.173
C -0.564 -1.976 0.144
O -0.036 -0.860 0.317
C -0.371 -2.821 -0.989
C -1.054 -4.005 -1.038
N -1.896 -4.470 -0.104
C -2.135 -3.702 1.039
C 0.502 -2.516 -2.195
O 0.480 -3.300 -3.136
O 1.165 -1.422 -2.145
H -2.582 -7.575 -1.354
H -0.991 -6.877 -1.039
H -2.005 -6.247 -2.345
H -3.654 -5.405 -0.725
H -1.935 -6.653 1.445
H -3.440 -7.333 0.834
H -3.795 -5.930 2.924
H -4.702 -5.360 1.537
H -3.891 -3.664 3.934
H -1.229 -0.703 2.369
H -0.907 -4.608 -1.920
O 1.901 0.923 -2.812
C 2.244 1.743 -3.926
C 1.355 1.533 -5.138
C -0.131 1.457 -4.800
C -0.716 2.656 -4.113
C -1.779 3.367 -4.666
C -2.328 4.419 -3.953
C -1.797 4.734 -2.711
C -0.731 3.979 -2.246
N -0.197 2.968 -2.922
H 1.955 -0.035 -3.018
H 3.295 1.582 -4.184
H 2.137 2.759 -3.551
H 1.630 0.611 -5.658
H 1.556 2.356 -5.832
H -0.288 0.603 -4.147
H -0.694 1.253 -5.714
H -2.174 3.081 -5.631
H -3.161 4.979 -4.359
H -2.195 5.544 -2.114
H -0.289 4.185 -1.275
C 2.892 -1.799 1.252
C 3.496 -0.609 0.596
N 2.895 0.230 -0.214
C 3.853 1.151 -0.590
C 5.037 0.865 -0.001
N 4.808 -0.270 0.754
C 5.769 -0.936 1.592
N 5.822 -0.421 2.937
N 5.068 -0.991 3.906
N 5.201 -0.340 4.996
C 6.067 0.711 4.764
C 6.536 1.704 5.631
C 7.405 2.630 5.109
C 7.809 2.577 3.754
C 7.355 1.607 2.893
C 6.469 0.669 3.437
H 1.814 -1.714 1.173
H 3.169 -1.857 2.305
H 3.206 -2.722 0.758
H 3.623 1.949 -1.274
H 6.001 1.338 -0.048
H 6.757 -0.830 1.143
H 5.528 -1.994 1.663
H 6.219 1.732 6.664
H 7.792 3.418 5.740
H 8.495 3.327 3.385
H 7.669 1.580 1.859
```

## Properties
* largest force on an atom: 0.60 eV/Å
* orbital gap: 6.8939 eV
* ΔE to the lowest compared entry with this formula, charge and spin: 0.0 kJ/mol
* LUMO: -0.2 eV
* HOMO energy: -7.088 eV
* E: -3041.74108 hartree